C4H9N2O2 | the ωB97M-V functional and the def2-TZVPD basis

XYZ file:
```
17
Properties=species:S:1:pos:R:3:forces:R:3:mulliken_charge:R:1
C 0.7556 1.3722 -0.0805 4.82 5.16 4.47 -0.15
C 1.0228 0.3520 0.9578 2.02 2.71 -0.05 -0.42
C 1.3502 -0.9564 0.3405 0.68 -1.73 0.04 -0.49
C -0.1219 -0.1382 -1.4115 -0.77 3.68 -3.86 -0.24
N 0.1287 1.1766 -1.1564 -2.67 -4.11 -1.65 -0.28
N 0.5643 -1.1600 -0.8837 1.73 -3.29 2.66 -0.02
O -2.1267 0.5583 0.9053 0.37 1.75 1.00 -0.38
O -2.1971 -0.2453 -0.2041 -3.71 -3.12 -1.22 -0.31
H 1.1433 2.4484 0.2668 -0.92 -2.18 -1.53 0.33
H 1.6470 0.8045 1.8133 -0.39 -1.14 -1.66 0.38
H 0.0795 0.3404 1.3586 -2.65 -1.09 1.70 0.32
H 2.4143 -1.2113 0.1032 -0.36 1.00 -0.12 0.37
H 1.1762 -1.6957 1.1185 -0.66 -0.79 -0.41 0.34
H -0.7863 -0.3278 -2.2327 -0.01 -0.32 -0.07 0.50
H 0.3622 -2.1879 -1.1070 -0.02 2.16 0.12 0.35
H -3.2036 -0.4954 -0.1772 2.56 0.21 -0.40 0.34
H -2.2085 1.3655 0.3890 -0.01 1.10 0.98 0.36
```
Forces are in eV/Å.

Its energy above the lowest of the compared OMol25 structures with the same formula, charge and spin is 387.56 kJ/mol. For the lowest unoccupied orbital energy (spin up / spin down), the calculation gives -3.10 / -9.06 eV. Its spin multiplicity is 3. The net charge is +1.



C4H6N2O | the ωB97M-V functional and the def2-TZVPD basis

XYZ file:
```
13
Properties=species:S:1:pos:R:3:forces:R:3:mulliken_charge:R:1
C -2.7230 0.5310 -0.1488 -0.66 -0.99 0.54 -0.71
C -1.6961 -0.3163 -0.2383 -1.32 -0.56 -0.43 0.18
O -0.3966 0.1291 -0.4130 0.13 -0.91 0.71 -0.30
C 0.5339 -0.8736 -0.5822 1.40 0.91 -1.13 0.16
N 1.8103 -0.6860 -0.6448 -3.10 -2.14 0.32 -0.33
N 2.2244 0.5072 -0.2964 1.26 1.97 -0.13 -0.24
C 2.7293 0.6523 0.8487 -1.02 -0.49 1.34 -0.31
H -3.8081 0.2221 -0.0355 1.78 0.08 -0.20 0.23
H -2.5223 1.5689 -0.0531 0.09 0.85 -0.19 0.27
H -1.9002 -1.4180 -0.2599 0.67 1.02 -0.02 0.18
H 0.1342 -1.8062 -0.9127 -0.17 -0.61 0.00 0.34
H 2.9818 1.6766 1.1100 0.38 -0.32 0.22 0.26
H 2.6324 -0.1870 1.6261 0.56 1.19 -1.02 0.28
```
Forces are in eV/Å.

As for the structure (SMILES): C=CO/C=N\N=C. Its energy above the lowest of the compared OMol25 structures with the same formula, charge and spin is 368.46 kJ/mol. For the lowest unoccupied orbital energy, the calculation gives 1.04 eV.



C3H10BILaNO5Si2 | the ωB97M-V functional and the def2-TZVPD basis

XYZ file:
```
24
Properties=species:S:1:pos:R:3:forces:R:3:mulliken_charge:R:1
C 1.1986 -1.9517 0.7849 0.40 -0.18 0.36 -0.98
N 1.5911 -1.5397 -0.5767 -1.93 1.44 1.53 0.13
C 2.4359 -0.2969 -0.4820 0.15 -0.59 -0.60 -0.83
B 0.4380 -1.2181 -1.4086 2.42 -2.34 -1.24 0.54
O 0.5267 -1.4663 -2.7524 -0.40 1.32 0.80 -0.49
Si -1.2602 -0.4074 -0.6838 0.48 1.02 0.66 0.27
O -0.9182 0.5867 0.6523 -0.76 0.75 -1.38 0.01
Si -1.0760 2.2136 0.4294 1.02 0.00 0.23 0.31
O 0.4021 2.9209 0.4174 -0.93 -0.51 0.22 -0.41
I -2.2042 3.0563 2.5449 -0.08 -1.09 0.09 -0.12
C -2.3427 -1.9138 0.0254 -3.06 -4.14 2.44 0.73
O -3.0897 -1.5250 0.9099 0.91 2.88 -0.41 -0.39
O -2.1830 -3.0121 -0.4194 1.73 0.18 -1.94 -0.38
H 2.0537 -2.4407 1.2766 -0.28 -0.01 -0.21 0.34
H 0.9582 -1.0748 1.4136 -0.10 -0.24 -0.16 0.33
H 0.3521 -2.6478 0.7746 0.27 0.05 -0.06 0.34
H 2.8610 -0.2513 0.5236 0.14 -0.02 -0.31 0.36
H 3.2136 -0.3636 -1.2512 -0.07 0.26 0.30 0.29
H 1.8187 0.6034 -0.6370 0.38 -0.03 0.04 0.24
H 0.6780 -0.6576 -3.2635 -0.32 -0.30 -0.59 0.35
H -1.9481 0.3109 -1.7706 -0.30 0.24 0.22 -0.10
H -1.9366 2.6090 -0.6771 0.04 0.07 0.02 -0.03
H 0.9728 2.5036 1.0804 0.35 0.28 -0.14 0.36
La -2.5416 5.9624 3.0893 -0.09 0.94 0.11 1.14
```
Forces are in eV/Å.

For the lowest unoccupied orbital energy, the calculation gives -10.64 eV. The net charge is +2.



C43H45F3IrN2O2P2Si2 | the ωB97M-V functional and the def2-TZVPD basis

XYZ file:
```
100
Properties=species:S:1:pos:R:3:forces:R:3:mulliken_charge:R:1
Ir -0.8230 -0.3746 -0.0043 1.94 -1.88 -0.03 1.76
C -2.4041 -1.6352 -3.5242 -0.07 -0.20 -0.07 -0.90
Si -1.2132 -0.1972 -3.4696 0.11 0.18 0.31 0.33
C -0.1066 -0.2501 -4.9753 0.13 0.04 -0.18 -1.06
C -2.1934 1.3837 -3.5379 -0.12 0.18 -0.03 -1.04
N -0.2713 -0.2132 -2.0240 -0.20 -0.47 -0.55 -0.23
P 1.2838 -0.2899 -1.6303 0.62 0.28 -0.71 1.69
C 1.4976 -0.0403 -0.0018 -1.87 0.35 -0.27 -0.70
P 1.0891 0.2123 1.5685 0.26 0.69 1.24 1.13
N -0.3168 -0.4312 2.0451 -0.03 -0.22 0.23 -0.25
Si -1.0702 -1.1748 3.3925 0.01 0.23 -0.18 0.36
C 0.1414 -1.6443 4.7318 0.11 -0.07 0.18 -1.29
C -1.9976 -2.7203 2.9264 0.01 -0.24 -0.11 -0.90
C -2.3144 0.0060 4.1424 -0.13 0.14 0.09 -1.11
C 1.0332 2.0135 1.8946 -0.10 0.01 0.16 0.42
C 2.0145 2.8541 1.3732 -0.02 -0.08 0.00 -0.33
C 1.9584 4.2222 1.5929 -0.02 0.00 -0.01 -0.74
C 0.9140 4.7671 2.3346 0.04 0.01 -0.01 -0.48
C -0.0688 3.9396 2.8541 0.03 -0.07 -0.05 -0.65
C -0.0048 2.5680 2.6328 0.00 0.03 0.09 0.06
C 2.4016 -0.3335 2.7207 0.01 -0.20 -0.20 0.23
C 2.7375 0.3498 3.8829 0.08 0.06 0.02 -0.56
C 3.6960 -0.1643 4.7493 -0.05 0.01 -0.05 -0.71
C 4.3175 -1.3702 4.4596 -0.01 -0.02 -0.01 -0.55
C 3.9839 -2.0623 3.3009 -0.01 0.02 0.00 -0.63
C 3.0312 -1.5446 2.4363 0.03 -0.01 -0.03 -0.59
C 2.1745 0.9761 -2.6333 -0.08 -0.08 -0.11 0.13
C 1.7871 2.3042 -2.4440 0.09 -0.02 0.06 -0.07
C 2.3417 3.3256 -3.1953 0.03 -0.04 -0.01 -1.06
C 3.2990 3.0345 -4.1627 -0.03 0.05 0.01 -0.61
C 3.6888 1.7223 -4.3673 -0.05 -0.09 0.05 -0.72
C 3.1241 0.6979 -3.6092 0.08 0.03 -0.05 -0.62
C 2.0806 -1.8392 -2.1789 0.06 0.00 0.04 0.35
C 1.3780 -2.8347 -2.8419 -0.06 -0.01 -0.03 -0.49
C 2.0090 -4.0117 -3.2259 0.01 0.02 0.04 -0.85
C 3.3565 -4.1965 -2.9567 -0.01 0.01 0.00 -0.76
C 4.0677 -3.2109 -2.2812 -0.02 0.01 0.00 -0.67
C 3.4291 -2.0456 -1.8882 -0.03 -0.01 0.09 -0.53
H -3.3760 -1.3251 -3.9199 0.05 -0.01 -0.02 0.45
H -2.5630 -2.0301 -2.5204 -0.06 0.01 -0.01 -0.02
H -2.0317 -2.4476 -4.1573 -0.01 0.01 0.05 0.28
H -0.7345 -0.2919 -5.8718 0.05 0.00 0.00 0.44
H 0.5543 -1.1212 -4.9841 -0.03 0.02 -0.01 0.29
H 0.5188 0.6453 -5.0386 -0.03 -0.03 -0.02 0.23
H -2.8413 1.4157 -4.4208 0.04 -0.01 0.03 0.45
H -1.5184 2.2443 -3.5731 -0.05 -0.01 0.03 0.19
H -2.8185 1.4876 -2.6465 0.01 0.02 -0.04 0.18
H 0.9553 -2.2676 4.3525 -0.04 0.00 0.02 0.27
H -0.4051 -2.2170 5.4891 0.06 0.01 0.02 0.44
H 0.5882 -0.7758 5.2194 -0.03 -0.02 0.01 0.27
H -1.3031 -3.5497 2.7539 -0.06 0.04 -0.03 0.23
H -2.5939 -2.5858 2.0232 -0.03 0.00 0.06 0.15
H -2.6719 -3.0080 3.7390 0.04 0.00 -0.01 0.51
H -1.8098 0.8234 4.6675 -0.05 -0.01 -0.02 0.34
H -2.9652 -0.4999 4.8632 0.03 0.02 -0.03 0.43
H -2.9475 0.4400 3.3614 0.01 -0.01 0.04 0.28
H 2.8068 2.4235 0.7707 0.02 0.02 -0.01 0.43
H 2.7235 4.8666 1.1760 -0.01 0.00 0.01 0.42
H 0.8662 5.8369 2.4993 0.00 0.00 -0.01 0.36
H -0.8993 4.3590 3.4091 0.01 -0.01 0.00 0.42
H -0.7846 1.9198 3.0100 -0.02 0.00 -0.04 -0.14
H 2.2503 1.2902 4.1141 0.01 0.00 0.00 0.44
H 3.9555 0.3765 5.6512 -0.01 0.00 0.00 0.41
H 5.0624 -1.7729 5.1356 0.00 0.00 0.00 0.37
H 4.4641 -3.0065 3.0736 0.00 0.01 0.00 0.43
H 2.7570 -2.0763 1.5296 0.00 0.01 0.01 0.31
H 1.0435 2.5342 -1.6945 0.01 -0.01 -0.01 0.19
H 2.0290 4.3487 -3.0253 -0.01 -0.01 -0.02 0.47
H 3.7315 3.8309 -4.7563 0.01 -0.01 0.01 0.38
H 4.4262 1.4849 -5.1247 0.00 0.00 0.01 0.42
H 3.4287 -0.3236 -3.7945 -0.01 -0.01 -0.02 0.34
H 0.3201 -2.7029 -3.0364 0.01 0.01 0.01 0.38
H 1.4400 -4.7910 -3.7180 0.00 0.02 -0.01 0.43
H 3.8510 -5.1114 -3.2602 0.00 0.00 0.01 0.36
H 5.1168 -3.3549 -2.0540 0.00 -0.01 0.01 0.43
H 3.9762 -1.2905 -1.3329 0.01 0.01 -0.02 0.46
F -0.7998 -5.2521 0.6274 -0.05 -0.09 -0.06 -0.25
C -1.4019 -4.5724 -0.3605 0.07 0.10 -0.01 0.63
F -2.6972 -4.8994 -0.3569 0.03 -0.06 0.01 -0.27
F -0.8766 -5.0014 -1.5267 -0.04 -0.08 0.01 -0.23
C -1.1606 -3.0593 -0.2121 0.05 0.53 0.02 0.26
O 0.0037 -2.6820 -0.0352 0.06 -0.21 0.01 -0.64
O -2.1524 -2.2969 -0.3058 -0.42 0.08 -0.03 -0.70
C -6.0826 1.1481 0.9216 -0.04 -0.14 0.03 -0.69
C -5.3354 -0.0502 0.8989 -0.07 0.09 0.01 -1.17
C -4.0003 -0.0227 0.6134 0.09 0.25 0.01 -0.55
C -3.3193 1.1952 0.3273 0.09 0.08 -0.04 0.80
C -1.9044 1.2420 0.0088 -0.33 0.70 0.14 1.75
C -1.3635 2.4818 -0.2539 -0.34 0.14 -0.03 0.77
C -2.1265 3.6689 -0.2140 0.21 -0.04 -0.05 -1.11
C -3.4530 3.6378 0.0893 -0.13 0.00 0.02 -1.35
C -4.0796 2.3963 0.3606 -0.03 -0.02 -0.02 1.16
C -5.4664 2.3345 0.6620 0.10 0.10 -0.02 -0.91
H -7.1425 1.1214 1.1453 0.00 0.00 0.00 0.36
H -5.8225 -0.9951 1.1076 0.01 0.00 0.00 0.46
H -3.4485 -0.9456 0.6012 0.05 -0.12 -0.02 0.40
H -0.3119 2.5566 -0.4826 0.02 -0.01 0.08 -0.92
H -1.6385 4.6163 -0.4180 0.01 0.00 0.00 0.43
H -4.0426 4.5473 0.1304 0.00 -0.02 -0.01 0.32
H -6.0310 3.2611 0.6763 0.01 0.00 0.00 0.40
```
Forces are in eV/Å.

Its energy above the lowest of the compared OMol25 structures with the same formula, charge and spin is 0.00 kJ/mol. For the lowest unoccupied orbital energy, the calculation gives 2.59 eV. The net charge is -1.



Number 1: molecular weight 117.13 g/mol, total energy -417.24734 Ha. Number 2: molecular weight 98.11 g/mol, total energy -340.65457 Ha. Number 3: molecular weight 472.91 g/mol, total energy -1483.73274 Ha. Number 4: molecular weight 989.18 g/mol, total energy -3591.41651 Ha.